[1]
{
  "formula": "C6H9F",
  "method": "wB97M-V/def2-TZVPD",
  "homo_lumo_gap_ha": 0.3449,
  "spin_multiplicity": 1,
  "homo_energy_ev": -8.53,
  "e_lumo_ev": 0.857,
  "e_tot_ha": -333.8218,
  "total_charge": 0,
  "smiles": "C/C=C\\C(F)=C/C",
  "elements": ["C", "C", "C", "C", "C", "C", "H", "H", "H", "H", "H", "H", "H", "H", "H", "F"],
  "xyz": [[1.588, -0.621, 0.755], [0.914, -1.133, -0.473], [-0.418, -1.306, -0.649], [-1.407, -0.563, 0.032], [-1.413, 0.771, 0.148], [-0.367, 1.731, -0.323], [2.268, 0.173, 0.465], [2.148, -1.348, 1.296], [0.870, -0.167, 1.480], [1.554, -1.355, -1.329], [-0.774, -2.075, -1.322], [-2.186, 1.158, 0.726], [-0.794, 2.602, -0.857], [0.147, 2.161, 0.583], [0.415, 1.234, -0.903], [-2.545, -1.262, 0.371]]
}


[2]
{
  "formula": "C3H5DyO3",
  "method": "wB97M-V/def2-TZVPD",
  "homo_lumo_gap_ha": [0.2378, 0.2916],
  "spin_multiplicity": 7,
  "homo_energy_ev": [-25.04, -24.95],
  "e_lumo_ev": [-18.572, -17.010],
  "e_tot_ha": -1226.5657,
  "total_charge": 3,
  "s_squared": 12.56,
  "elements": ["H", "C", "C", "O", "C", "O", "H", "H", "H", "Dy", "O", "H"],
  "xyz": [[-1.271, -0.182, 1.422], [-1.514, -0.353, 0.362], [-0.319, -0.958, -0.418], [0.991, -0.596, -0.013], [1.410, 0.615, 0.125], [2.687, 0.613, 0.260], [-2.341, -1.069, 0.271], [-1.092, -1.105, -1.309], [3.079, 1.488, 0.126], [0.004, 2.715, -0.176], [-1.335, 0.877, -0.396], [-0.298, -2.046, -0.252]]
}


[3]
{
  "formula": "C4H7NS2",
  "method": "wB97M-V/def2-TZVPD",
  "homo_lumo_gap_ha": 0.3190,
  "spin_multiplicity": 1,
  "homo_energy_ev": -8.78,
  "e_lumo_ev": -0.095,
  "e_tot_ha": -1007.6518,
  "total_charge": 0,
  "smiles": "C[C@H]1CN1C(=S)S",
  "elements": ["C", "C", "C", "C", "N", "S", "S", "H", "H", "H", "H", "H", "H", "H"],
  "xyz": [[-1.873, 0.217, 0.686], [0.242, 1.168, -0.864], [0.803, 0.052, -0.051], [1.609, -1.069, -0.667], [-0.561, 0.080, -0.439], [-3.071, 1.235, 0.421], [-1.560, -0.842, 1.997], [0.137, 2.142, -0.405], [0.400, 1.205, -1.933], [1.064, 0.294, 0.975], [1.082, -1.453, -1.538], [1.728, -1.880, 0.048], [2.592, -0.719, -0.971], [-2.593, -0.429, 2.740]]
}


For each record above, in turn, the calculated M values are 100.14 251.57 133.24 g/mol.
For each record above, in turn, the calculated energy above the lowest of the compared OMol25 structures with the same formula, charge and spin values are 90.9 570.4 216.6 kJ/mol.